{
  "formula": "C4H9N3",
  "method": "ωB97M-V/def2-TZVPD",
  "species": ["C", "C", "N", "C", "C", "N", "N", "H", "H", "H", "H", "H", "H", "H", "H", "H"],
  "coordinates": [[-1.4641, 0.8019, 0.8803], [-0.5894, -1.6500, -0.4349], [0.8319, -0.2734, -1.8150], [-0.0106, -0.2765, -0.7146], [2.0573, 0.8904, 0.4726], [1.2998, -0.1058, 0.3410], [-0.6506, 0.8682, -0.2939], [0.9251, 0.6988, -2.1281], [-2.0017, 1.7452, 0.9868], [-2.1909, -0.0225, 0.9018], [-0.8379, 0.6900, 1.7874], [-1.4922, -1.7709, -1.0370], [0.1328, -2.4081, -0.7271], [-0.8458, -1.7713, 0.6162], [2.7828, 0.7821, 1.2795], [2.0535, 1.8019, -0.1151]],
  "forces_ev_per_angstrom": [[-0.065, 0.010, 0.336], [-0.096, 0.217, -0.003], [-0.339, 0.409, -1.339], [2.041, -0.506, 1.816], [-0.394, -0.335, -0.219], [-0.529, -1.028, 0.650], [-0.787, 0.937, -0.636], [-0.009, -0.017, 0.042], [0.010, -0.072, -0.030], [0.130, 0.061, -0.127], [-0.049, -0.051, -0.259], [-0.010, -0.044, 0.003], [0.002, 0.067, 0.014], [0.048, 0.009, -0.036], [0.140, 0.170, -0.108], [-0.092, 0.173, -0.104]],
  "mulliken_charge": [-0.833, -1.334, -0.654, 1.079, -0.197, -0.405, -0.511, 0.343, 0.297, 0.282, 0.323, 0.336, 0.371, 0.385, 0.262, 0.256],
  "homo_energy_ha": [-0.3185, -0.3189],
  "fmax_ev_per_a": 2.78,
  "de_lowest_kcal_mol": 126.09,
  "gap_ev": [8.15, 8.03],
  "multiplicity": 1
}